# C4HBrN2

One molecule with the formula C4HBrN2 in a non-equilibrium geometry (the ωB97M-V functional and the def2-TZVPD basis, OMol25).

```
! RIJCOSX wB97M-V def2-TZVPD def2/J DEFGRID3
* xyz 0 1
C -0.41 1.86 0.03
C 0.23 -1.85 -0.01
C -0.69 0.48 0.11
C 0.49 -0.54 0.11
N -0.28 2.97 -0.20
N 0.16 -3.02 -0.21
Br 2.30 -0.04 -0.09
H -1.80 0.14 0.26
*
```

**Kohn-Sham gap (spin up / spin down)**: 7.9 / 7.9 eV
**Energy above the lowest of the compared OMol25 structures with the same formula, charge and spin**: 0.930 eV
**SMILES string**: N#C/C=C(\Br)C#N
**E_tot**: -2836.449396 hartree
**LUMO energy (spin up / spin down)**: -2.13 / -2.13 eV

Atomic partial charges in e from the Mulliken method, atoms 1 to 4: 0.0441, 0.2445, -0.0582, 0.1353

=====

# H2INO2S

A 2-piece molecular cluster, H2INO2S overall in a non-equilibrium geometry (the ωB97M-V functional and the def2-TZVPD basis, OMol25).

```
! RIJCOSX wB97M-V def2-TZVPD def2/J DEFGRID3
* xyz 0 1
N 0.14 -0.71 -0.11
O 0.94 0.70 1.80
O -1.50 0.34 1.49
S -0.20 0.51 0.90
I 0.02 1.11 -3.15
H -0.46 -1.25 -0.65
H 1.06 -0.71 -0.27
*
```

**Kohn-Sham gap (spin up / spin down)**: 8.7 / 6.0 eV
**Energy above the lowest of the compared OMol25 structures with the same formula, charge and spin**: 1.903 eV
**E_tot**: -902.220914 hartree
**LUMO energy (spin up / spin down)**: -1.98 / -3.69 eV

Atomic partial charges in e from the Mulliken method, atoms 1 to 4: -0.3731, -0.4942, -0.4734, 0.8258

=====

# C7H7NOS

One molecule with the formula C7H7NOS in a non-equilibrium geometry (the ωB97M-V functional and the def2-TZVPD basis, OMol25).

```
! RIJCOSX wB97M-V def2-TZVPD def2/J DEFGRID3
* xyz 0 1
C -0.24 -1.98 -0.79
C -0.17 -0.15 0.85
C -0.18 0.53 2.03
C 0.00 2.00 2.05
C 0.05 2.71 0.92
C 0.30 2.00 -0.25
C -0.04 0.66 -0.29
H 1.92 -2.22 -1.07
H -1.33 -2.32 -1.33
H -0.59 -2.06 1.49
H -0.25 0.05 3.02
H 0.09 2.30 3.04
H 0.38 3.83 0.85
H 0.35 2.64 -1.24
N -0.58 -1.41 0.60
O 1.01 -2.77 -1.11
S -0.18 -0.30 -1.70
*
```

**Kohn-Sham gap**: 8.6 eV
**Energy above the lowest of the compared OMol25 structures with the same formula, charge and spin**: 1.668 eV
**SMILES string**: O[C@H]1Nc2ccccc2S1
**E_tot**: -799.026331 hartree
**LUMO energy**: 0.69 eV

Atomic partial charges in e from the Mulliken method, atoms 1 to 4: -0.0583, 0.0314, -0.6116, -0.3042

=====

# C2H4OS

C2H4OS as an isolated structure in a non-equilibrium geometry (the ωB97M-V functional and the def2-TZVPD basis, OMol25).

```
! RIJCOSX wB97M-V def2-TZVPD def2/J DEFGRID3
* xyz 0 1
C -0.07 -0.55 0.01
C -1.10 0.39 0.08
O 3.15 -0.73 0.08
S 2.18 0.35 0.35
H 0.09 -1.50 -0.55
H -2.07 0.05 0.48
H -0.93 1.38 0.48
H -1.25 0.61 -0.94
*
```

**Kohn-Sham gap (spin up / spin down)**: 9.3 / 7.7 eV
**Energy above the lowest of the compared OMol25 structures with the same formula, charge and spin**: 4.812 eV
**E_tot**: -551.851850 hartree
**LUMO energy (spin up / spin down)**: 0.25 / -0.79 eV

Atomic partial charges in e from the Mulliken method, atoms 1 to 4: -0.5385, -0.6360, -0.3765, 0.2911

=====

# C9H13O2P

A 2-piece molecular cluster, C9H13O2P overall in a non-equilibrium geometry (the ωB97M-V functional and the def2-TZVPD basis, OMol25).

```
! RIJCOSX wB97M-V def2-TZVPD def2/J DEFGRID3
* xyz 0 1
C -2.84 1.53 0.37
C -3.33 0.26 0.68
C -1.58 1.69 -0.15
C -2.56 -0.84 0.43
C -0.72 0.53 -0.36
C -1.29 -0.70 -0.11
C 2.04 2.67 0.44
C 2.16 -2.45 -1.00
C 2.51 1.47 0.09
O -0.15 -2.71 1.17
O 1.17 -1.58 -0.57
P -0.32 -2.32 -0.43
H -3.45 2.46 0.44
H -4.39 0.34 1.02
H -1.43 2.68 -0.67
H -2.95 -1.91 0.31
H 0.26 0.48 -0.70
H 0.16 -1.98 1.71
H 1.69 3.36 -0.24
H 2.10 2.96 1.46
H 2.72 -3.00 -0.18
H 2.93 -1.82 -1.55
H 1.83 -3.15 -1.76
H 2.67 1.50 -1.01
H 2.77 0.53 0.60
*
```

**Kohn-Sham gap**: 10.2 eV
**Energy above the lowest of the compared OMol25 structures with the same formula, charge and spin**: 0.409 eV
**SMILES string**: COP(O)c1ccccc1.C=C
**E_tot**: -842.509780 hartree
**LUMO energy**: 0.90 eV

Atomic partial charges in e from the Mulliken method, atoms 1 to 4: -0.3092, -0.5406, -0.4505, -0.4038

=====

# C22H41ClN5O8

A 6-piece molecular cluster, C22H41ClN5O8 overall in a non-equilibrium geometry (the ωB97M-V functional and the def2-TZVPD basis, OMol25).

```
! RIJCOSX wB97M-V def2-TZVPD def2/J DEFGRID3
* xyz 1 1
C -1.40 2.06 -2.72
C -2.55 1.32 -1.97
C -2.44 -0.20 -2.14
N -3.65 -0.85 -1.42
C -4.99 -0.61 -2.19
C -3.79 -0.54 0.06
C -4.53 -1.81 0.63
C -4.39 -2.90 -0.42
C -3.43 -2.37 -1.46
H -0.47 1.74 -2.25
H -1.54 3.13 -2.57
H -1.49 1.76 -3.76
H -3.49 1.59 -2.45
H -2.50 1.60 -0.92
H -1.53 -0.63 -1.71
H -2.47 -0.48 -3.19
H -5.29 0.44 -2.16
H -5.90 -1.12 -1.86
H -4.88 -0.84 -3.25
H -4.30 0.42 0.16
H -2.74 -0.50 0.35
H -5.58 -1.50 0.73
H -4.14 -2.08 1.60
H -5.31 -3.10 -0.97
H -4.12 -3.86 0.02
H -3.72 -2.79 -2.42
H -2.41 -2.60 -1.16
C 1.25 4.59 -2.48
C 1.33 5.56 -1.29
N 0.36 5.21 -0.24
C -0.42 6.13 0.42
C -1.10 5.37 1.43
N -0.75 4.02 1.34
C 0.19 3.98 0.35
C -1.15 2.89 2.19
H 0.27 4.34 -2.88
H 1.81 3.67 -2.37
H 1.70 5.19 -3.27
H 0.98 6.54 -1.63
H 2.27 5.68 -0.75
H -0.38 7.19 0.26
H -1.73 5.73 2.23
H 0.79 3.14 0.03
H -2.03 2.46 1.71
H -1.37 3.21 3.21
H -0.36 2.14 2.19
Cl 1.64 -0.43 0.12
O 2.34 -1.14 1.12
O 2.18 0.86 -0.03
O 1.82 -1.21 -1.07
O 0.22 -0.39 0.42
C 5.27 0.34 -1.85
N 6.02 1.13 -0.78
O 5.68 0.95 0.40
O 6.91 1.94 -1.11
H 5.26 -0.74 -1.73
H 5.77 0.58 -2.79
H 4.30 0.84 -1.89
C 3.39 -4.48 -1.78
N 4.03 -4.41 -3.14
O 5.24 -4.67 -3.18
O 3.28 -4.10 -4.09
H 2.32 -4.65 -1.92
H 3.47 -3.48 -1.36
H 3.85 -5.19 -1.09
C 2.11 -3.06 4.11
C 1.95 -2.35 5.34
C 1.36 -2.97 6.45
C 0.96 -4.32 6.31
C 0.97 -4.94 5.09
C 1.68 -4.37 4.02
H 2.54 -2.47 3.31
H 2.28 -1.32 5.34
H 1.42 -2.44 7.39
H 0.67 -4.94 7.14
H 0.56 -5.94 5.14
H 1.89 -4.94 3.13
*
```

**Kohn-Sham gap**: 7.6 eV
**Energy above the lowest of the compared OMol25 structures with the same formula, charge and spin**: 2.227 eV
**E_tot**: -2197.996336 hartree
**LUMO energy**: -2.65 eV

Atomic partial charges in e from the Mulliken method, atoms 1 to 4: -1.2556, 0.2396, -0.7899, 0.1890

=====

The highest E_tot belongs to which entry?
C2H4OS